Molecular formula: CH3FN2O
Method: DFT, ωB97M-V with the def2-TZVPD basis set

Maximum force   3.591 eV Å⁻¹
SMILES string   N#CNO.F
HOMO energy   -10.98 eV
Orbital gap   10.50 eV
Relative energy (zero: lowest compared OMol25 entry of this formula, charge and spin)   3.132 eV
E_LUMO   -0.48 eV

```
! wB97M-V def2-TZVPD RIJCOSX def2/J DEFGRID3
* xyz 0 1
C -0.1073 0.5972 0.5493
N 0.0683 0.1969 -0.7346
N -0.4400 0.7193 1.6608
O 0.5273 0.5672 -2.0999
F -0.9237 -0.2841 3.8898
H 0.4874 -0.6475 -0.6296
H -0.1409 1.0192 -2.5797
H -0.8275 0.0743 2.9943
*
```